1.
C26H78NO17Si | ωB97M-V with the def2-TZVPD basis set

```
! RIJCOSX wB97M-V def2-TZVPD def2/J DEFGRID3
* xyz 1 1
C -0.339 -0.560 2.467
Si -2.073 -1.113 1.962
C -3.097 -1.439 3.508
C -2.871 0.382 1.102
O -2.140 -2.371 0.826
C -0.970 -3.154 0.647
C -0.155 -2.661 -0.598
C 1.193 -2.022 -0.247
C 2.247 -2.777 0.294
C 3.416 -2.085 0.626
O 4.465 -2.774 1.183
C 3.503 -0.738 0.423
N 2.497 -0.060 -0.114
C 2.619 1.408 -0.331
C 2.866 2.073 1.041
O 2.184 1.404 2.066
C 1.354 -0.663 -0.437
H -0.406 -0.205 3.508
H -0.044 0.323 1.889
H 0.439 -1.332 2.460
H -2.477 -1.985 4.234
H -4.028 -1.965 3.267
H -3.340 -0.477 3.983
H -2.157 0.742 0.339
H -3.122 1.188 1.798
H -3.748 0.031 0.538
H -1.323 -4.163 0.387
H -0.347 -3.276 1.543
H -0.744 -1.958 -1.201
H 0.022 -3.523 -1.257
H 2.145 -3.852 0.442
H 4.130 -3.137 2.016
H 4.422 -0.228 0.712
H 3.408 1.607 -1.062
H 1.688 1.817 -0.734
H 2.483 3.104 0.970
H 3.953 2.114 1.217
H 2.629 1.570 2.906
H 0.525 -0.105 -0.863
C 3.006 -0.990 -3.951
O 1.980 -1.876 -3.501
H 2.873 -0.811 -5.013
H 2.940 -0.037 -3.414
H 3.987 -1.444 -3.783
H 2.115 -2.022 -2.562
C 3.421 4.951 -1.911
O 2.224 4.187 -2.088
H 4.193 4.293 -1.516
H 3.750 5.358 -2.867
H 3.245 5.765 -1.207
H 1.555 4.783 -2.437
C -4.068 4.489 1.861
O -3.594 3.542 2.822
H -5.126 4.312 1.691
H -3.929 5.504 2.242
H -3.529 4.370 0.920
H -2.659 3.715 2.960
C -6.368 7.062 0.965
O -5.809 6.318 -0.117
H -6.146 6.543 1.894
H -5.927 8.061 0.996
H -7.451 7.139 0.844
H -6.016 6.797 -0.924
C 5.369 0.432 4.415
O 4.394 1.453 4.192
H 4.973 -0.507 4.036
H 6.286 0.676 3.881
H 5.573 0.332 5.482
H 4.747 2.282 4.528
C -2.904 -1.203 -3.863
O -3.959 -2.065 -3.449
H -3.014 -1.011 -4.928
H -2.961 -0.257 -3.317
H -1.936 -1.681 -3.682
H -3.847 -2.225 -2.507
C 7.638 -0.343 0.614
O 6.835 -0.723 1.732
H 8.002 0.668 0.784
H 8.490 -1.017 0.513
H 7.045 -0.362 -0.305
H 6.522 -1.618 1.568
C 5.614 -0.423 -6.303
O 4.356 -0.648 -6.932
H 5.596 0.554 -5.825
H 5.793 -1.192 -5.545
H 6.417 -0.444 -7.042
H 4.396 -1.515 -7.346
C 3.368 9.130 -1.259
O 3.806 8.370 -2.383
H 3.591 8.564 -0.357
H 3.895 10.086 -1.220
H 2.291 9.307 -1.315
H 3.603 8.882 -3.171
C 1.862 -7.409 0.302
O 0.852 -6.527 -0.199
H 1.636 -7.642 1.340
H 1.870 -8.331 -0.282
H 2.840 -6.924 0.244
H 1.065 -6.335 -1.117
C -5.041 2.201 5.842
O -4.483 1.460 4.759
H -4.824 1.675 6.769
H -4.594 3.198 5.881
H -6.122 2.289 5.727
H -4.685 1.943 3.950
C -0.566 -9.724 -1.303
O 0.787 -10.163 -1.428
H -0.637 -9.057 -0.447
H -0.867 -9.186 -2.205
H -1.222 -10.584 -1.147
H 0.824 -10.748 -2.190
C -4.707 -4.858 -5.971
O -5.745 -3.952 -6.322
H -4.971 -5.846 -6.341
H -3.764 -4.545 -6.426
H -4.599 -4.898 -4.884
H -5.494 -3.086 -5.986
C -8.765 2.411 4.137
O -8.499 2.734 5.499
H -8.054 2.948 3.514
H -8.647 1.337 3.972
H -9.779 2.714 3.866
H -9.134 2.253 6.037
*
```

Calculated values
Orbital gap ... 7.45 eV
Highest occupied orbital energy ... -11.127 eV
Energy above the lowest of the compared OMol25 structures with the same formula, charge and spin ... 0.0 kJ/mol

=====

2.
C26H78O26 | ωB97M-V with the def2-TZVPD basis set

```
! RIJCOSX wB97M-V def2-TZVPD def2/J DEFGRID3
* xyz 0 1
C 1.696 10.452 3.505
C 1.861 9.212 2.606
O 2.010 8.007 3.344
O 1.198 11.557 2.639
H 2.568 10.901 3.979
H 1.057 10.229 4.359
H 2.751 9.415 2.011
H 1.033 8.983 1.935
H 2.722 8.146 3.972
H 0.678 12.231 3.084
C 4.554 -2.139 -4.759
C 4.693 -2.534 -3.290
O 3.967 -3.756 -2.837
O 3.289 -2.242 -5.423
H 5.232 -2.803 -5.295
H 4.840 -1.104 -4.951
H 4.365 -1.805 -2.549
H 5.716 -2.798 -3.022
H 3.208 -3.849 -3.417
H 3.599 -1.949 -6.283
C -3.006 -7.010 -8.465
C -2.110 -5.700 -8.375
O -1.656 -5.669 -7.083
O -4.094 -6.938 -7.615
H -2.278 -7.809 -8.324
H -3.369 -7.222 -9.471
H -2.670 -4.824 -8.702
H -1.381 -5.571 -9.175
H -1.059 -4.919 -7.146
H -4.009 -6.335 -6.873
C -3.979 -9.225 -0.839
C -2.818 -8.298 -1.192
O -1.608 -9.059 -1.516
O -4.544 -10.003 -1.939
H -4.747 -8.636 -0.337
H -3.691 -9.841 0.012
H -2.560 -7.708 -0.313
H -2.913 -7.603 -2.026
H -1.591 -9.239 -2.459
H -4.750 -9.364 -2.625
C -5.654 3.727 5.404
C -6.851 3.957 4.411
O -8.025 4.325 5.099
O -5.627 2.360 5.836
H -5.653 4.425 6.241
H -4.658 3.669 4.965
H -6.876 3.188 3.638
H -6.575 4.941 4.033
H -8.529 3.525 5.265
H -4.972 2.275 6.534
C -4.035 -6.006 7.422
C -5.342 -5.577 6.677
O -5.210 -4.731 5.525
O -3.125 -4.949 7.594
H -3.398 -6.753 6.947
H -4.328 -6.329 8.421
H -5.935 -5.096 7.455
H -6.027 -6.392 6.443
H -4.444 -4.193 5.739
H -3.108 -4.535 8.460
C -1.340 4.701 -6.928
C -2.512 4.930 -6.048
O -3.714 4.503 -6.731
O -1.252 5.636 -8.007
H -1.426 3.665 -7.255
H -0.432 4.705 -6.324
H -2.647 5.965 -5.734
H -2.353 4.573 -5.031
H -3.789 3.547 -6.693
H -2.029 5.630 -8.571
C 6.144 6.886 -4.060
C 5.645 8.054 -4.923
O 5.450 9.225 -4.172
O 6.465 5.766 -4.820
H 5.500 6.484 -3.278
H 6.993 7.139 -3.425
H 4.769 7.641 -5.422
H 6.277 8.237 -5.791
H 6.096 9.873 -4.463
H 7.117 6.087 -5.448
C -0.687 1.250 0.269
C -1.218 -0.210 -0.239
O -1.141 -0.310 -1.628
O 0.583 1.664 -0.164
H -0.684 1.151 1.354
H -1.338 2.091 0.029
H -2.241 -0.480 0.023
H -0.602 -1.006 0.179
H -0.276 -0.030 -1.935
H 0.917 2.276 0.496
C 0.781 1.540 8.791
C 1.573 2.698 9.578
O 0.729 3.899 9.443
O -0.398 1.088 9.478
H 1.467 0.717 8.589
H 0.548 1.809 7.761
H 2.636 2.774 9.348
H 1.576 2.410 10.629
H 1.187 4.657 9.072
H -0.253 1.350 10.391
C 4.199 -6.209 3.887
C 3.694 -7.606 3.514
O 4.397 -8.215 2.529
O 5.562 -6.133 4.022
H 3.715 -5.836 4.790
H 3.941 -5.500 3.100
H 2.635 -7.575 3.260
H 3.978 -8.250 4.347
H 4.085 -7.790 1.726
H 5.962 -6.999 4.131
C -7.476 -1.627 -5.131
C -7.716 -2.819 -4.318
O -6.758 -3.088 -3.240
O -6.132 -1.432 -5.572
H -7.842 -0.829 -4.485
H -8.085 -1.680 -6.033
H -7.644 -3.769 -4.847
H -8.706 -2.719 -3.875
H -7.327 -3.136 -2.468
H -5.557 -2.034 -5.093
C 9.540 4.338 1.537
C 10.212 3.016 1.303
O 9.702 2.361 0.128
O 8.141 4.141 1.861
H 9.447 5.170 0.839
H 10.064 4.852 2.342
H 9.938 2.325 2.101
H 11.296 3.091 1.209
H 8.781 2.630 0.123
H 8.004 3.734 2.720
*
```

Calculated values
Orbital gap ... 10.11 eV
Highest occupied orbital energy ... -9.917 eV
Energy above the lowest of the compared OMol25 structures with the same formula, charge and spin ... 858.0 kJ/mol

=====

3.
C26H78O26 | ωB97M-V with the def2-TZVPD basis set

```
! RIJCOSX wB97M-V def2-TZVPD def2/J DEFGRID3
* xyz 0 1
C -9.188 -9.805 -23.675
C -8.230 -9.322 -22.612
O -8.299 -10.168 -21.457
O -9.136 -11.250 -23.717
H -8.931 -9.452 -24.680
H -10.204 -9.468 -23.462
H -8.595 -8.321 -22.358
H -7.197 -9.178 -22.962
H -8.249 -11.071 -21.822
H -9.981 -11.590 -24.022
C -2.221 -8.113 -17.033
C -3.039 -7.388 -16.021
O -3.963 -6.486 -16.632
O -2.855 -9.014 -17.897
H -1.341 -8.535 -16.530
H -1.735 -7.300 -17.604
H -2.332 -6.833 -15.384
H -3.651 -8.041 -15.383
H -4.719 -6.367 -16.042
H -3.158 -8.534 -18.674
C -5.672 -7.742 -19.122
C -6.428 -6.865 -20.046
O -5.554 -6.385 -21.062
O -5.099 -8.814 -19.835
H -6.325 -8.119 -18.329
H -4.870 -7.183 -18.648
H -6.777 -6.031 -19.431
H -7.276 -7.271 -20.599
H -5.320 -7.071 -21.687
H -5.227 -9.604 -19.257
C -3.163 -11.167 -21.545
C -4.255 -11.313 -22.582
O -3.759 -11.182 -23.904
O -2.800 -9.802 -21.372
H -2.279 -11.759 -21.779
H -3.571 -11.642 -20.627
H -5.126 -10.680 -22.372
H -4.660 -12.323 -22.449
H -3.759 -10.242 -24.113
H -3.467 -9.490 -20.733
C -1.304 -13.992 -17.574
C -2.683 -14.466 -17.816
O -3.452 -14.218 -16.598
O -1.256 -12.591 -17.408
H -0.533 -14.323 -18.287
H -0.878 -14.462 -16.677
H -2.654 -15.540 -17.996
H -3.221 -13.978 -18.633
H -3.206 -13.311 -16.347
H -0.617 -12.200 -18.004
C -7.482 -6.254 -14.714
C -7.389 -7.616 -15.336
O -6.087 -8.183 -14.998
O -6.852 -5.321 -15.639
H -7.022 -6.171 -13.725
H -8.544 -5.987 -14.603
H -7.490 -7.423 -16.413
H -8.133 -8.298 -14.918
H -6.014 -9.073 -15.366
H -6.491 -4.590 -15.128
C -6.915 -12.445 -19.174
C -5.898 -12.249 -18.069
O -5.530 -10.858 -17.852
O -8.192 -11.753 -18.992
H -7.078 -13.495 -19.417
H -6.371 -12.036 -20.057
H -5.055 -12.945 -18.199
H -6.336 -12.556 -17.101
H -4.962 -10.828 -17.038
H -7.874 -10.832 -18.991
C -9.408 -12.803 -13.662
C -9.989 -14.117 -13.323
O -11.373 -14.066 -13.302
O -9.830 -12.290 -14.938
H -8.317 -12.729 -13.574
H -9.758 -12.008 -12.982
H -9.533 -14.639 -12.482
H -9.657 -14.736 -14.180
H -11.677 -14.807 -13.832
H -9.972 -12.986 -15.594
C -11.404 -12.120 -21.207
C -10.583 -13.412 -20.998
O -10.093 -13.692 -19.700
O -12.649 -12.105 -20.550
H -11.512 -11.956 -22.273
H -10.742 -11.381 -20.714
H -9.696 -13.218 -21.653
H -11.017 -14.283 -21.501
H -9.398 -13.010 -19.518
H -12.531 -12.145 -19.590
C -6.184 -15.163 -21.891
C -6.773 -14.427 -23.069
O -7.612 -13.330 -22.486
O -7.204 -15.652 -21.060
H -5.565 -14.448 -21.346
H -5.587 -15.999 -22.249
H -7.560 -15.085 -23.477
H -6.052 -14.048 -23.789
H -7.894 -12.774 -23.236
H -8.001 -15.145 -21.296
C -3.152 -11.422 -14.629
C -1.914 -10.732 -14.130
O -1.725 -11.034 -12.750
O -3.503 -11.025 -15.984
H -4.005 -11.317 -13.963
H -2.895 -12.492 -14.637
H -1.977 -9.644 -14.271
H -1.009 -11.066 -14.640
H -2.057 -10.309 -12.214
H -2.754 -10.514 -16.318
C -11.398 -10.234 -17.620
C -12.329 -9.127 -17.963
O -12.408 -8.988 -19.381
O -12.132 -11.413 -17.928
H -11.047 -10.188 -16.586
H -10.485 -10.166 -18.221
H -11.920 -8.150 -17.665
H -13.310 -9.153 -17.480
H -12.699 -9.824 -19.788
H -11.685 -12.235 -17.685
C -6.494 -16.092 -17.001
C -6.988 -16.997 -18.097
O -8.218 -16.585 -18.587
O -5.126 -16.379 -16.764
H -7.215 -16.132 -16.169
H -6.520 -15.021 -17.288
H -7.065 -17.958 -17.557
H -6.194 -17.162 -18.826
H -8.126 -16.544 -19.550
H -4.656 -15.531 -16.660
*
```

Calculated values
Orbital gap ... 9.49 eV
Highest occupied orbital energy ... -9.243 eV
Energy above the lowest of the compared OMol25 structures with the same formula, charge and spin ... 228.2 kJ/mol

=====

Calculated E_tot (eV), listed in the same order as above: -72391.44623 -81448.27289 -81454.79958